# 1
C4H8O2 in the gas phase. Source: OMol25; level of theory: ωB97M-V/def2-TZVPD.

Properties
E ... -307.6363 hartree
Structure (SMILES) ... C[C@H]1O[C@H]1CO
Energy relative to the best compared isomer or geometry (same formula, charge and spin) ... 200.0 kJ/mol

```
! wB97M-V def2-TZVPD RIJCOSX def2/J DEFGRID3
* xyz 0 1
C -1.12 0.75 1.25
C 0.27 0.18 1.17
O 0.35 -1.22 0.90
C 0.85 -0.32 -0.08
C 0.18 -0.12 -1.41
O 0.50 -1.08 -2.39
H -1.81 0.14 0.66
H -1.16 1.78 0.90
H -1.48 0.73 2.29
H 0.97 0.55 1.91
H 1.94 -0.36 -0.17
H 0.57 0.85 -1.75
H -0.91 -0.02 -1.32
H 0.85 -1.87 -1.96
*
```

---

# 2
C2H3NOS in the gas phase at a distorted geometry. Source: OMol25; level of theory: ωB97M-V/def2-TZVPD.

Properties
E ... -606.1849 hartree
Structure (SMILES) ... O=CNC=S
Energy relative to the best compared isomer or geometry (same formula, charge and spin) ... 6.4 kJ/mol

```
! wB97M-V def2-TZVPD RIJCOSX def2/J DEFGRID3
* xyz 0 1
C 1.14 0.28 0.03
C -1.30 0.07 -0.05
H 1.03 1.37 0.10
H 0.06 -1.50 0.09
H -1.23 1.23 -0.14
N -0.01 -0.47 0.05
O -2.33 -0.57 -0.04
S 2.63 -0.41 -0.05
*
```

---

# 3
C4H8N2O in the gas phase. Source: OMol25; level of theory: ωB97M-V/def2-TZVPD.

Properties
E ... -341.9964 hartree
Structure (SMILES) ... O=C1NCCCN1
Energy relative to the best compared isomer or geometry (same formula, charge and spin) ... 19.1 kJ/mol

```
! wB97M-V def2-TZVPD RIJCOSX def2/J DEFGRID3
* xyz 0 1
O 2.79 -0.46 -0.01
C 1.58 -0.31 -0.11
N 0.68 -1.34 -0.14
C -0.73 -1.04 -0.36
C -1.13 0.13 0.53
C -0.37 1.34 0.03
N 1.02 0.95 -0.22
H 1.05 -2.25 0.08
H -0.87 -0.80 -1.43
H -1.39 -1.86 -0.08
H -0.86 -0.16 1.55
H -2.20 0.31 0.52
H -0.42 2.17 0.73
H -0.86 1.64 -0.91
H 1.71 1.68 -0.17
*
```

---

# 4
C4H7NO in the gas phase at a distorted geometry. Source: OMol25; level of theory: ωB97M-V/def2-TZVPD.

Properties
E ... -286.5497 hartree
Structure (SMILES) ... C1=NCCCO1
Energy relative to the best compared isomer or geometry (same formula, charge and spin) ... 215.1 kJ/mol

```
! wB97M-V def2-TZVPD RIJCOSX def2/J DEFGRID3
* xyz 0 1
C -0.77 -0.54 -0.72
C 0.01 0.66 -1.20
O 0.89 1.40 0.13
C 1.38 0.53 1.03
N 0.79 -0.53 1.42
C -0.55 -0.69 0.89
H -1.86 -0.40 -0.82
H -0.47 -1.47 -1.22
H 0.88 0.44 -1.82
H -0.58 1.51 -1.54
H 2.39 0.71 1.42
H -1.21 0.08 1.30
H -0.90 -1.70 1.12
*
```

---

# 5
2 unconnected molecules or ions with the total composition C16H12BClF3NO8P at a distorted geometry. Source: OMol25; level of theory: ωB97M-V/def2-TZVPD.

Properties
E ... -2399.8932 hartree

```
! wB97M-V def2-TZVPD RIJCOSX def2/J DEFGRID3
* xyz -1 1
N -0.93 2.94 -2.66
P -0.88 1.18 -2.94
O -2.42 0.66 -2.59
C 0.34 0.58 -1.62
C -0.05 -0.21 -0.45
C 0.95 -0.61 0.56
C 2.34 -0.20 0.33
C 2.75 0.56 -0.86
C 1.76 0.96 -1.85
C 2.20 1.76 -3.14
C 3.73 1.50 -3.41
O 4.12 0.43 -3.72
Cl 4.97 2.84 -3.25
C 3.41 -0.56 1.38
O 4.53 -0.08 1.38
C 3.07 -1.60 2.47
C 1.78 -2.00 2.67
C 1.52 -3.10 3.76
C 2.59 -4.25 3.65
F 2.02 -5.55 3.80
C 0.59 -1.40 1.85
O -0.55 -1.51 2.21
H 0.05 3.22 -2.55
H -1.29 3.01 -1.69
H -2.96 1.50 -2.54
H -1.12 -0.49 -0.32
H 3.84 0.80 -0.93
H 1.63 1.36 -4.02
H 2.03 2.86 -3.03
H 3.92 -2.01 3.07
H 0.53 -3.58 3.49
H 1.41 -2.69 4.80
H 3.37 -4.06 4.44
H 3.11 -4.27 2.66
B -6.89 1.17 0.38
O -6.58 1.82 -0.92
C -5.27 1.79 -1.08
O -4.69 2.24 -2.04
C -4.64 1.13 0.10
O -3.46 0.95 0.26
O -5.59 0.77 0.95
F -7.71 0.04 0.17
F -7.54 2.09 1.23
*
```

---

# 6
A molecular structure, C19H25N3O5S at a distorted geometry. Source: OMol25; level of theory: ωB97M-V/def2-TZVPD.

Properties
E ... -1677.0575 hartree
Energy relative to the best compared isomer or geometry (same formula, charge and spin) ... 1802.8 kJ/mol

```
! wB97M-V def2-TZVPD RIJCOSX def2/J DEFGRID3
* xyz 0 1
C 3.73 -1.77 1.12
C 2.81 -0.60 1.69
H 1.96 -1.05 2.39
H 3.44 0.01 2.24
O 2.20 0.00 0.44
C 1.54 0.97 1.04
O 1.63 1.37 2.25
C 0.59 1.57 -0.12
C 0.96 1.56 -1.44
N 0.10 2.38 -2.10
C -1.02 2.69 -1.05
C -0.66 2.21 0.05
S -1.56 2.74 1.24
O -3.00 2.28 1.14
O -1.53 4.08 1.62
N -1.09 1.81 2.87
H -0.06 1.98 2.89
C -1.64 0.49 2.95
C -1.37 -0.35 1.83
O -0.24 -1.18 2.10
N -1.98 -0.38 0.61
H -2.56 0.33 0.81
C -1.62 -0.99 -0.45
C -0.98 -2.42 -0.18
C -0.05 -2.80 -0.82
C 0.63 -3.95 -0.54
C -0.01 -4.93 -0.07
C -1.58 -4.61 0.51
C -1.77 -3.38 0.31
H -2.82 -3.00 0.58
H -2.19 -5.36 0.93
H 0.16 -6.03 0.09
H 1.65 -4.27 -0.81
H 0.96 -2.00 -1.27
H -2.40 -1.02 -1.23
H -0.94 -0.37 -0.92
H -1.54 0.12 3.76
H -2.68 0.63 3.10
C -2.08 3.56 -1.57
H -2.68 2.93 -2.18
H -1.60 4.65 -1.96
H -2.55 3.68 -0.49
C 0.19 2.52 -3.47
H 1.09 3.25 -3.77
H -0.87 2.96 -3.80
H 0.26 1.84 -4.08
C 2.29 1.17 -2.12
H 2.85 2.01 -2.68
H 2.73 0.59 -1.39
H 1.90 0.19 -2.73
H 4.14 -2.38 1.82
H 2.99 -2.50 0.48
H 4.28 -1.23 0.34
*
```

---

# 7
A molecular structure, C20H54O5Si2. Source: OMol25; level of theory: ωB97M-V/def2-TZVPD.

Properties
E ... -1749.6098 hartree

```
! wB97M-V def2-TZVPD RIJCOSX def2/J DEFGRID3
* xyz 0 1
C -0.93 2.49 -1.02
C -0.64 2.12 -2.48
C 0.66 1.35 -2.66
C 0.89 0.81 -4.07
C 1.89 -0.34 -4.15
C 1.42 -1.70 -3.63
C 0.42 -2.42 -4.55
C -1.07 -2.21 -4.27
C -1.66 -3.17 -3.22
C -2.28 -2.51 -1.99
C -1.28 -1.90 -1.01
C -1.85 -1.75 0.41
C -1.83 -3.09 1.18
Si -0.26 -3.36 2.13
O -0.26 -2.34 3.43
Si 1.13 -1.98 4.26
C 0.70 -1.17 5.89
C 0.81 0.37 5.90
C 2.25 0.89 5.87
H -1.54 3.39 -0.94
H -1.47 1.68 -0.50
H -0.01 2.67 -0.46
H -1.47 1.52 -2.87
H -0.61 3.04 -3.07
H 1.50 2.02 -2.42
H 0.72 0.54 -1.92
H -0.07 0.53 -4.52
H 1.26 1.63 -4.70
H 2.21 -0.46 -5.19
H 2.79 -0.04 -3.59
H 1.02 -1.62 -2.61
H 2.32 -2.33 -3.55
H 0.60 -3.50 -4.51
H 0.65 -2.11 -5.58
H -1.27 -1.17 -3.98
H -1.61 -2.36 -5.21
H -2.43 -3.78 -3.70
H -0.88 -3.87 -2.89
H -2.90 -3.24 -1.46
H -2.96 -1.71 -2.33
H -0.38 -2.54 -0.96
H -0.94 -0.93 -1.39
H -2.88 -1.39 0.36
H -1.26 -1.00 0.95
H -1.97 -3.93 0.48
H -2.65 -3.14 1.89
H 0.94 -3.08 1.30
H -0.17 -4.77 2.60
H 1.93 -1.04 3.44
H 1.87 -3.24 4.48
H 1.39 -1.57 6.64
H -0.30 -1.49 6.19
H 0.25 0.78 5.05
H 0.32 0.75 6.81
H 2.88 0.31 6.55
H 2.68 0.82 4.87
H 2.29 1.94 6.18
C 4.67 -4.21 2.39
O 4.13 -2.92 2.62
H 3.83 -4.87 2.21
H 5.32 -4.23 1.50
H 5.23 -4.58 3.25
H 4.85 -2.30 2.77
C -5.65 -1.75 2.03
O -5.27 -2.17 0.73
H -5.38 -0.70 2.11
H -6.73 -1.84 2.19
H -5.12 -2.30 2.81
H -5.49 -3.10 0.63
C 0.29 6.58 -2.47
O 0.31 5.39 -3.25
H -0.72 6.67 -2.06
H 1.00 6.54 -1.64
H 0.50 7.47 -3.07
H 1.19 5.29 -3.61
C 0.66 8.02 1.08
O 1.39 8.59 0.00
H 0.34 7.03 0.75
H 1.27 7.90 1.98
H -0.23 8.61 1.33
H 1.68 9.46 0.27
*
```

---

# 8
A molecular structure, C14H16F2NO8P2RuTe at a distorted geometry. Source: OMol25; level of theory: ωB97M-V/def2-TZVPD.

Properties
E ... -2445.1683 hartree
<S²> ... 0.829
Energy relative to the best compared isomer or geometry (same formula, charge and spin) ... 413.8 kJ/mol

```
! wB97M-V def2-TZVPD RIJCOSX def2/J DEFGRID3
* xyz 0 2
Ru 0.08 -0.06 0.59
O 3.52 2.35 0.51
P 2.29 1.34 0.61
O 2.69 -0.08 0.62
O 1.31 1.76 -0.48
O 1.65 1.81 2.03
P 0.93 0.89 3.17
O -0.57 1.61 3.01
O 1.49 1.16 4.49
O 0.76 -0.52 2.68
H 4.32 1.95 0.86
H -1.06 1.48 3.83
C -0.52 4.22 -1.08
Te -0.64 2.98 0.70
C 0.79 4.46 1.36
C 0.39 5.73 0.67
C 0.65 6.99 1.18
C 0.31 8.13 0.46
C -0.30 8.00 -0.77
C -0.59 6.75 -1.28
C -0.25 5.61 -0.57
H -1.41 4.17 -1.69
H 0.33 3.85 -1.67
H 1.77 4.12 1.00
H 0.82 4.55 2.45
H 1.12 7.09 2.15
H 0.52 9.10 0.87
H -0.56 8.88 -1.34
H -1.09 6.64 -2.23
O 0.03 -2.29 0.25
N 1.29 -2.57 0.35
C 2.09 -2.41 -0.72
C 3.44 -2.64 -0.64
C 4.00 -3.05 0.56
C 3.15 -3.24 1.65
C 1.81 -3.00 1.52
H 1.60 -2.04 -1.62
H 4.06 -2.47 -1.51
H 5.06 -3.20 0.66
H 3.55 -3.56 2.60
H 1.11 -3.08 2.34
F -1.34 -0.28 -1.61
C -1.91 0.00 -0.38
F -2.45 1.29 -0.54
H -2.77 -0.68 -0.25
*
```

---

# 9
C5H7NO in the gas phase at a distorted geometry. Source: OMol25; level of theory: ωB97M-V/def2-TZVPD.

Properties
E ... -324.6440 hartree
Structure (SMILES) ... CC(=O)[C@@]1(C)C=N1
Energy relative to the best compared isomer or geometry (same formula, charge and spin) ... 211.2 kJ/mol

```
! wB97M-V def2-TZVPD RIJCOSX def2/J DEFGRID3
* xyz 0 1
C -0.63 0.42 -1.44
C -1.18 0.74 1.47
C 1.56 -0.85 -0.87
C -0.23 -0.32 0.95
C 0.34 -0.05 -0.48
N 0.15 1.33 -1.03
O 0.09 -1.29 1.59
H -1.45 0.20 -2.08
H -1.31 0.61 2.54
H -0.79 1.73 1.26
H -2.14 0.64 0.97
H 2.46 -0.25 -0.74
H 1.50 -1.18 -1.91
H 1.63 -1.73 -0.22
*
```

---

# 10
A molecular structure, C14H34Br2N2O8V at a distorted geometry. Source: OMol25; level of theory: ωB97M-V/def2-TZVPD.

Properties
E ... -7357.0061 hartree
<S²> ... 0.755

```
! wB97M-V def2-TZVPD RIJCOSX def2/J DEFGRID3
* xyz -2 2
O -0.30 0.67 -0.03
V -1.74 0.86 0.62
O -2.49 -0.57 0.69
O -0.20 3.57 4.26
C 0.67 2.58 3.68
C 0.05 1.16 3.40
O -1.28 0.97 2.82
H 1.59 2.50 4.25
H 1.08 3.08 2.81
H 0.22 0.53 4.27
H 0.71 0.63 2.70
O -2.90 2.86 0.87
C -2.21 4.08 0.46
C -2.30 5.46 1.32
O -2.02 5.52 2.69
H -2.33 4.28 -0.61
H -1.14 3.84 0.43
H -3.36 5.70 1.21
H -1.67 6.20 0.83
Br 0.51 -5.31 1.09
C -0.93 -3.89 1.07
C -0.81 -3.08 2.39
Br -0.92 -4.49 3.87
H -1.92 -4.35 1.02
H -0.75 -3.36 0.13
H -1.56 -2.30 2.52
H 0.19 -2.63 2.48
C -1.43 -0.39 -3.17
C -1.53 1.07 -2.81
C -1.96 1.95 -4.02
O -2.99 1.35 -4.80
C -3.54 2.15 -5.90
N -2.49 1.13 -1.76
H -1.17 -0.98 -2.29
H -0.65 -0.64 -3.88
H -2.40 -0.66 -3.60
H -0.60 1.46 -2.40
H -1.09 2.35 -4.54
H -2.52 2.85 -3.74
H -3.02 2.11 -6.85
H -3.82 3.17 -5.61
H -4.54 1.81 -6.15
H -2.78 2.08 -1.57
H -3.32 0.62 -2.04
C 2.15 -1.30 0.24
C 3.33 -2.39 -0.04
C 3.97 -2.82 1.26
O 5.20 -3.48 1.00
C 6.17 -3.41 2.09
N 2.97 -3.56 -0.78
H 1.51 -1.01 -0.59
H 2.49 -0.36 0.67
H 1.43 -1.58 1.01
H 4.12 -2.09 -0.73
H 3.19 -3.47 1.66
H 4.06 -1.95 1.90
H 5.76 -4.05 2.89
H 6.17 -2.37 2.39
H 7.07 -3.93 1.77
H 3.82 -4.08 -0.60
H 2.29 -4.07 -0.24
*
```

---

# 11
A molecular structure, C44H49NP2Pt at a distorted geometry. Source: OMol25; level of theory: ωB97M-V/def2-TZVPD.

Properties
E ... -2562.5804 hartree
<S²> ... 2.011

```
! wB97M-V def2-TZVPD RIJCOSX def2/J DEFGRID3
* xyz 0 3
Pt 0.54 -0.07 1.08
C -1.45 0.99 -3.41
C -1.81 -0.30 -3.44
C -1.46 -1.32 -4.49
C -0.21 -0.96 -5.33
C 0.95 -0.51 -4.49
C 1.33 0.73 -4.18
C 0.59 2.00 -4.48
C -0.94 1.83 -4.54
C 1.73 0.71 2.60
H -1.65 1.59 -2.53
H -2.54 -0.66 -2.71
H -2.32 -1.47 -5.16
H -1.30 -2.30 -4.00
H 0.11 -1.88 -5.84
H -0.48 -0.23 -6.10
H 1.60 -1.35 -4.22
H 2.35 0.89 -3.82
H 0.95 2.44 -5.43
H 0.85 2.74 -3.70
H -1.39 2.84 -4.43
H -1.26 1.48 -5.54
H 1.41 1.74 2.83
H 2.79 0.69 2.31
H 1.58 0.08 3.48
P -0.93 -0.83 -0.44
P 2.20 0.29 -0.40
C 0.29 -1.25 -1.71
C 1.58 -0.78 -1.69
C -2.04 -2.22 -0.12
C -1.99 -3.38 -0.92
C -2.88 -4.42 -0.66
C -3.73 -4.38 0.44
C -3.75 -3.24 1.25
C -2.97 -2.14 0.93
C -2.11 0.59 -0.48
C -1.66 1.92 -0.25
C -2.51 3.00 -0.51
C -3.84 2.77 -0.87
C -4.31 1.47 -1.04
C -3.46 0.39 -0.84
C 3.69 -0.64 0.10
C 3.56 -2.01 0.39
C 4.69 -2.78 0.63
C 5.96 -2.19 0.62
C 6.08 -0.80 0.42
C 4.95 -0.02 0.19
C 2.63 2.01 -0.73
C 2.33 3.00 0.23
C 2.66 4.34 0.00
C 3.25 4.70 -1.22
C 3.57 3.72 -2.17
C 3.32 2.38 -1.90
H -0.01 -1.95 -2.49
H 2.35 -1.09 -2.40
H -1.26 -3.46 -1.72
H -2.88 -5.28 -1.34
H -4.38 -5.23 0.68
H -4.39 -3.19 2.13
H -3.05 -1.22 1.51
H -0.63 2.09 0.10
H -2.12 4.01 -0.41
H -4.51 3.62 -1.01
H -5.34 1.29 -1.32
H -3.85 -0.62 -0.97
H 2.57 -2.47 0.41
H 4.59 -3.85 0.81
H 6.85 -2.80 0.78
H 7.07 -0.34 0.44
H 5.04 1.06 0.05
H 1.87 2.72 1.18
H 2.46 5.08 0.77
H 3.46 5.75 -1.42
H 4.02 4.00 -3.12
H 3.66 1.60 -2.58
C -2.29 1.06 5.93
N -1.49 1.30 4.77
C -0.29 2.05 4.94
C -1.77 0.60 3.55
C -1.29 -0.83 3.52
C -1.81 -1.73 4.45
C -1.34 -3.04 4.51
C -0.40 -3.48 3.58
C 0.08 -2.60 2.60
C -0.36 -1.29 2.58
H -2.25 1.96 6.57
H -1.91 0.22 6.54
H -3.33 0.86 5.65
H 0.60 1.40 5.02
H -0.13 2.73 4.09
H -0.38 2.64 5.86
H -2.87 0.59 3.46
H -1.34 1.15 2.70
H -2.57 -1.38 5.14
H -1.72 -3.72 5.29
H -0.04 -4.51 3.60
H 0.80 -2.92 1.85
*
```

---

Number 1: M 88.1 Da. Number 2: M 89.1 Da. Number 3: M 100.1 Da. Number 4: M 85.1 Da. Number 5: M 480.5 Da. Number 6: M 407.5 Da. Number 7: M 430.8 Da. Number 8: M 654.9 Da. Number 9: M 97.1 Da. Number 10: M 569.2 Da. Number 11: M 848.9 Da.